[1]
The following is a DFT calculation (ωB97M-V with the def2-TZVPD basis set) of one molecule with the formula C15H22O3.

Geometry as XYZ:
```
40
Properties=species:S:1:pos:R:3:mulliken_charge:R:1
C 1.3481 3.6321 2.6317 -1.20
C 2.1494 3.0923 1.4526 -0.68
C 1.7760 1.6571 1.0793 -0.16
C 2.1562 0.6455 2.1592 -1.08
H 1.5504 0.8095 3.0524 0.32
H 3.2002 0.8140 2.4283 0.25
C 1.9929 -0.8137 1.7192 0.93
C 0.5270 -1.1550 1.4478 -1.25
H 0.3708 -2.2403 1.4432 0.54
H -0.1299 -0.7287 2.2147 0.35
O 0.1447 -0.6458 0.1721 -0.15
C -1.0979 -0.9085 -0.2220 1.17
O -1.8773 -1.5604 0.4590 -0.78
C -1.4343 -0.3451 -1.5357 0.06
C -0.5075 0.4153 -2.2543 -0.32
C -0.8311 0.9403 -3.4846 -0.76
C -2.0944 0.7111 -4.0205 -0.35
C -3.0237 -0.0338 -3.3300 -0.74
C -2.7150 -0.5737 -2.0780 0.32
O -3.6517 -1.2870 -1.4459 -0.68
H -3.2837 -1.5885 -0.5835 0.40
H -4.0074 -0.2193 -3.7315 0.43
H -2.3507 1.1208 -4.9862 0.38
H -0.1092 1.5268 -4.0315 0.41
H 0.4663 0.5824 -1.8219 0.43
C 2.5473 -1.7797 2.7764 -0.73
C 4.0658 -1.7340 2.9049 -1.29
H 4.5346 -1.9126 1.9399 0.31
H 4.4027 -2.5027 3.5964 0.40
H 4.4062 -0.7733 3.2809 0.32
H 2.2580 -2.7979 2.5067 0.42
H 2.0911 -1.5535 3.7426 0.30
H 2.5407 -0.9661 0.7831 0.26
H 0.7046 1.6105 0.8819 0.15
H 2.2939 1.3907 0.1548 0.32
H 3.2158 3.1411 1.6861 0.33
H 1.9726 3.7326 0.5850 0.36
H 0.2812 3.5477 2.4360 0.30
H 1.5828 4.6810 2.7991 0.39
H 1.5764 3.0862 3.5433 0.30
```

Relative energy (zero: lowest compared OMol25 entry of this formula, charge and spin) ... 0.028 eV
Structure (SMILES) ... CCCC[C@@H](CC)COC(=O)c1ccccc1O
HOMO ... -8.71 eV
Net charge ... 0

=====

[2]
The following is a DFT calculation (ωB97M-V with the def2-TZVPD basis set) of one molecule with the formula C4H3ClN2 at a distorted geometry.

Geometry as XYZ:
```
10
Properties=species:S:1:pos:R:3:mulliken_charge:R:1
C 1.1611 -0.0218 0.1303 0.49
C 0.4703 -1.2397 0.1487 -0.26
C -1.3694 0.0161 -0.0600 -0.04
C -0.5520 1.1562 0.0503 -0.04
H 0.9763 -2.2186 -0.0630 0.34
H -2.5055 0.0789 -0.2757 0.31
H -1.0652 2.2284 0.1401 0.28
N -0.8183 -1.1955 -0.0356 -0.45
N 0.7347 1.2227 0.0032 -0.41
Cl 2.9680 -0.0266 -0.0382 -0.20
```

Relative energy (zero: lowest compared OMol25 entry of this formula, charge and spin) ... 1.055 eV
Structure (SMILES) ... Clc1cnccn1
HOMO ... -9.89 eV
Net charge ... 0

=====

no.,orbital gap (eV),LUMO level (Ha)
1,9.272,0.02064
2,9.936,0.00182